(i)
The following is a DFT calculation (ωB97M-V with the def2-TZVPD basis set) of 2 unconnected molecules or ions with the total composition C10H10N2O2.

CARTESIAN COORDINATES (ANGSTROEM)
O (-2.01, -0.40, -0.90)
C (-0.99, 0.10, -1.40)
C (0.01, 0.76, -0.45)
C (1.15, 1.39, -0.91)
N (1.42, 1.32, -2.27)
C (0.25, 1.44, -3.08)
O (0.11, 2.15, -4.15)
N (-0.76, 0.45, -2.82)
H (-0.29, 0.67, 0.66)
H (2.10, 1.63, -0.29)
H (2.02, 2.03, -2.56)
H (-1.61, 0.50, -3.28)
C (-0.50, -0.91, 3.12)
C (0.73, -0.37, 2.71)
C (1.14, -0.45, 1.37)
C (0.23, -1.07, 0.47)
C (-0.96, -1.68, 0.87)
C (-1.29, -1.60, 2.25)
H (-0.62, -0.85, 4.22)
H (1.27, 0.26, 3.46)
H (2.03, 0.11, 0.94)
H (0.38, -1.08, -0.59)
H (-1.53, -2.41, 0.22)
H (-2.28, -2.00, 2.40)

* molecular weight: 190.20 Da
* SMILES string: O=c1cc[nH]c(=O)[nH]1.c1ccccc1
* total charge: 0
* gap between HOMO and LUMO: 8.1464 eV
* multiplicity: 1

---

(ii)
The following is a DFT calculation (ωB97M-V with the def2-TZVPD basis set) of a molecular structure, C10H10N2O2.

CARTESIAN COORDINATES (ANGSTROEM)
C (-0.27, -0.50, -0.62)
C (-0.67, 0.85, -0.75)
C (-2.00, 1.24, -0.36)
C (-2.83, 0.20, -0.07)
C (-2.52, -1.17, -0.21)
C (-1.13, -1.60, -0.15)
C (2.61, -0.58, -0.10)
C (2.77, 0.84, -0.15)
C (1.68, 1.54, 0.32)
C (0.43, -0.53, 0.86)
H (0.69, -0.89, -0.89)
H (0.03, 1.71, -0.82)
H (-2.15, 2.26, -0.48)
H (-3.88, 0.35, 0.20)
H (-3.40, -1.98, -0.22)
H (-0.82, -2.80, -0.15)
H (1.40, -2.14, 0.62)
H (3.66, 1.34, -0.61)
H (1.71, 2.71, 0.10)
H (-0.25, 1.53, 1.25)
N (1.53, -1.16, 0.52)
N (0.70, 0.91, 1.17)
O (3.45, -1.29, -0.61)
O (-0.74, -0.85, 1.17)

* molecular weight: 190.20 Da
* total charge: 0
* gap between HOMO and LUMO: 6.8904 eV
* multiplicity: 1

---

(iii)
The following is a DFT calculation (ωB97M-V with the def2-TZVPD basis set) of 2 unconnected molecules or ions with the total composition C10H10N2O2.

CARTESIAN COORDINATES (ANGSTROEM)
O (-0.19, -2.32, -1.23)
C (0.50, -1.54, -0.62)
C (0.81, -1.46, 0.81)
C (1.73, -0.62, 1.22)
N (2.53, 0.21, 0.50)
C (1.95, 0.47, -0.82)
O (2.18, 1.65, -1.29)
N (1.25, -0.57, -1.32)
H (0.36, -2.04, 1.58)
H (1.80, -0.57, 2.36)
H (3.22, 0.92, 0.96)
H (0.96, -0.68, -2.30)
C (-0.97, 1.44, 1.06)
C (-1.24, 1.89, -0.22)
C (-1.56, 0.98, -1.26)
C (-1.93, -0.30, -1.05)
C (-1.79, -0.75, 0.28)
C (-1.26, 0.07, 1.33)
H (-0.56, 2.17, 1.74)
H (-0.91, 2.93, -0.47)
H (-1.47, 1.32, -2.35)
H (-2.11, -1.08, -1.82)
H (-2.18, -1.75, 0.57)
H (-1.09, -0.36, 2.35)

* molecular weight: 190.20 Da
* SMILES string: O=c1cc[nH]c(=O)[nH]1.c1ccccc1
* total charge: 0
* gap between HOMO and LUMO: 9.0087 eV
* multiplicity: 1

---

(iv)
The following is a DFT calculation (ωB97M-V with the def2-TZVPD basis set) of 2 unconnected molecules or ions with the total composition C10H10N2O2.

CARTESIAN COORDINATES (ANGSTROEM)
O (-2.05, -0.70, -0.05)
C (-1.60, -0.52, 1.04)
C (-2.34, -0.64, 2.31)
C (-1.78, -0.31, 3.47)
N (-0.50, 0.22, 3.46)
C (0.31, 0.31, 2.33)
O (1.44, 0.79, 2.44)
N (-0.22, -0.13, 1.21)
H (-3.35, -0.97, 2.29)
H (-2.29, -0.31, 4.39)
H (-0.09, 0.57, 4.29)
H (0.39, -0.20, 0.31)
C (1.11, 0.43, -0.93)
C (0.82, 1.41, -1.81)
C (0.53, 1.11, -3.23)
C (0.73, -0.20, -3.63)
C (1.05, -1.08, -2.67)
C (1.45, -0.87, -1.38)
H (1.56, 0.71, 0.04)
H (0.86, 2.54, -1.49)
H (0.45, 1.91, -4.07)
H (0.10, -0.49, -4.56)
H (1.34, -2.16, -3.09)
H (2.06, -1.43, -0.67)

* molecular weight: 190.20 Da
* SMILES string: O=c1cc[nH]c(=O)[nH]1.c1ccccc1
* total charge: 0
* gap between HOMO and LUMO: 9.9649 eV
* multiplicity: 1

---

Which one sits at the bottom of the stability order? (ii) does.

---

(i)
The following is a DFT calculation (ωB97M-V with the def2-TZVPD basis set) of a single C11H22N4O4 molecule.

CARTESIAN COORDINATES (ANGSTROEM)
N (-0.88, -2.98, -0.67)
C (-1.14, -2.68, -2.04)
C (-0.72, -1.31, -2.60)
C (-1.16, -0.13, -1.73)
C (-0.67, 1.22, -2.32)
C (-0.74, 2.47, -1.44)
N (0.07, 2.40, -0.20)
C (-0.37, 1.76, 0.91)
O (-1.56, 1.53, 1.14)
C (0.68, 1.22, 1.91)
N (0.09, 1.13, 3.22)
C (1.04, -0.15, 1.29)
C (2.02, -0.91, 2.20)
C (2.51, -2.20, 1.55)
N (3.40, -2.88, 2.39)
O (2.14, -2.60, 0.49)
C (-2.10, 2.98, -1.16)
O (-3.10, 2.59, -1.75)
O (-2.13, 4.08, -0.39)
H (-1.34, -2.33, -0.06)
H (0.12, -3.03, -0.33)
H (-2.25, -2.79, -2.18)
H (-0.72, -3.47, -2.66)
H (-1.19, -1.31, -3.63)
H (0.39, -1.22, -2.70)
H (-0.65, -0.28, -0.75)
H (-2.22, -0.05, -1.47)
H (0.37, 1.08, -2.61)
H (-1.14, 1.47, -3.25)
H (-0.26, 3.30, -2.02)
H (1.08, 2.62, -0.22)
H (1.52, 1.90, 2.02)
H (-0.97, 1.05, 3.09)
H (0.13, 2.04, 3.66)
H (1.44, 0.02, 0.27)
H (0.14, -0.71, 1.20)
H (2.93, -0.30, 2.40)
H (1.52, -1.26, 3.17)
H (3.45, -3.86, 2.25)
H (3.40, -2.66, 3.39)
H (-3.12, 4.26, -0.38)

* molecular weight: 274.32 Da
* SMILES string: NCCCC[C@H](NC(=O)[C@@H](N)CCC(N)=O)C(=O)O
* total charge: 0
* gap between HOMO and LUMO: 8.9668 eV
* multiplicity: 1

---

(ii)
The following is a DFT calculation (ωB97M-V with the def2-TZVPD basis set) of a single C11H22N4O4 molecule.

CARTESIAN COORDINATES (ANGSTROEM)
N (-1.78, -2.55, -0.96)
C (-3.23, -2.33, -0.62)
C (-3.41, -1.14, 0.50)
C (-3.60, 0.52, 0.34)
C (-2.35, 1.42, 0.20)
C (-1.33, 1.19, -0.94)
N (-0.45, 0.05, -1.05)
C (0.54, -0.31, 0.00)
O (0.93, -1.48, 0.00)
C (1.28, 0.74, 0.86)
N (0.50, 0.84, 2.11)
C (2.73, 0.20, 1.09)
C (3.51, 0.42, -0.19)
C (4.86, -0.34, -0.36)
N (4.72, -1.67, -0.80)
O (5.98, 0.20, -0.28)
C (-0.40, 2.39, -1.16)
O (0.72, 2.44, -1.74)
O (-0.79, 3.30, -0.44)
H (-1.32, -3.02, -0.21)
H (-1.85, -3.26, -1.63)
H (-3.55, -3.29, -0.15)
H (-3.78, -2.11, -1.51)
H (-2.37, -1.14, 1.00)
H (-4.12, -1.30, 1.33)
H (-3.95, 0.68, 1.38)
H (-4.49, 0.62, -0.35)
H (-1.83, 1.40, 1.04)
H (-2.68, 2.38, -0.03)
H (-1.90, 1.29, -1.97)
H (-0.66, -0.97, -1.35)
H (1.39, 1.62, 0.36)
H (-0.21, 0.20, 2.39)
H (0.83, 1.56, 2.70)
H (2.73, -0.79, 1.54)
H (3.26, 0.84, 1.86)
H (2.80, 0.07, -0.98)
H (3.73, 1.59, -0.26)
H (5.70, -2.05, -0.82)
H (4.06, -2.24, -0.39)
H (-0.21, 4.01, -0.48)

* molecular weight: 274.32 Da
* SMILES string: NCCCC[C@H](NC(=O)[C@@H](N)CCC(N)=O)C(=O)O
* total charge: 0
* gap between HOMO and LUMO: 9.5435 eV
* multiplicity: 1

---

Which one sits at the bottom of the stability order? (ii) does.

---

(i)
The following is a DFT calculation (ωB97M-V with the def2-TZVPD basis set) of 2 unconnected molecules or ions with the total composition C6H10N.

CARTESIAN COORDINATES (ANGSTROEM)
C (-3.76, 0.64, 0.38)
C (1.28, -0.34, 0.05)
C (0.03, -2.53, 0.03)
C (-3.64, 0.12, -0.70)
C (0.25, -1.24, 0.40)
C (2.33, 1.80, -0.13)
N (1.17, 0.94, 0.22)
H (-3.98, 1.34, 1.15)
H (2.24, -0.60, -0.30)
H (0.82, -3.10, -0.58)
H (-0.87, -3.10, 0.30)
H (-3.48, -0.52, -1.54)
H (-0.70, -0.94, 0.89)
H (2.65, 1.92, -1.12)
H (2.21, 2.81, 0.11)
H (3.24, 1.48, 0.32)
H (0.21, 1.30, 0.53)

* molecular weight: 96.15 Da
* total charge: +1
* gap between HOMO and LUMO: 8.2861 eV
* multiplicity: 1

---

(ii)
The following is a DFT calculation (ωB97M-V with the def2-TZVPD basis set) of a gas-phase ion, C6H10N (charge +1).

CARTESIAN COORDINATES (ANGSTROEM)
C (1.93, -2.17, -1.35)
C (1.40, -1.20, -0.88)
C (0.77, 0.00, -0.38)
C (1.32, 0.45, 0.97)
N (-0.71, 0.04, -0.40)
C (-1.28, -0.90, -1.04)
C (-1.44, 0.95, 0.44)
H (2.09, -3.14, -1.69)
H (1.18, 0.90, -1.14)
H (1.03, 1.40, 1.20)
H (0.94, -0.19, 1.68)
H (2.51, 0.37, 0.96)
H (-0.70, -1.52, -1.80)
H (-2.32, -0.92, -1.29)
H (-2.51, 1.20, 0.08)
H (-0.91, 1.98, 0.54)
H (-1.65, 0.75, 1.49)

* molecular weight: 96.15 Da
* SMILES string: C#C[C@H](C)[N+](=C)C
* total charge: +1
* gap between HOMO and LUMO: 9.3166 eV
* multiplicity: 1

---

(iii)
The following is a DFT calculation (ωB97M-V with the def2-TZVPD basis set) of a gas-phase ion, C6H10N (charge +1).

CARTESIAN COORDINATES (ANGSTROEM)
C (1.59, 1.35, 0.27)
C (1.72, 0.05, 0.23)
C (-0.07, -0.01, -1.42)
C (-0.37, 0.78, -0.24)
C (-1.59, 1.18, 0.45)
C (-0.01, -1.78, 0.42)
N (0.42, -0.50, -0.12)
H (2.07, 2.29, 0.43)
H (2.56, -0.61, 0.40)
H (-0.88, -0.60, -1.85)
H (0.67, 0.30, -2.15)
H (-1.38, 1.52, 1.47)
H (-2.30, 0.35, 0.51)
H (-2.06, 1.99, -0.10)
H (0.11, -1.76, 1.51)
H (-1.06, -1.96, 0.19)
H (0.59, -2.59, 0.00)

* molecular weight: 96.15 Da
* total charge: +1
* gap between HOMO and LUMO: 10.4904 eV
* multiplicity: 1

---

(iv)
The following is a DFT calculation (ωB97M-V with the def2-TZVPD basis set) of 2 unconnected molecules or ions with the total composition C6H10N.

CARTESIAN COORDINATES (ANGSTROEM)
C (-0.61, 1.54, -1.22)
C (-1.24, 1.62, 0.00)
C (1.97, -0.53, -0.39)
C (-1.06, 0.37, -0.54)
C (-1.57, -0.93, -0.81)
C (0.98, -0.30, 1.69)
N (0.90, -0.25, 0.21)
H (-0.32, 2.04, -2.17)
H (-1.79, 2.29, 0.67)
H (2.87, -0.66, 0.15)
H (2.12, -0.45, -1.44)
H (-2.67, -0.97, -0.40)
H (-0.93, -1.57, -0.22)
H (-1.46, -1.26, -1.80)
H (1.84, 0.33, 2.11)
H (0.99, -1.46, 2.03)
H (-0.03, 0.17, 2.14)

* molecular weight: 96.15 Da
* total charge: +1
* gap between HOMO and LUMO: 10.3279 eV
* multiplicity: 1

---

Which one sits at the bottom of the stability order? (iv) does.